Record 1
{"formula": "C44H31CrN10O3S", "method": "wB97M-V/def2-TZVPD", "species": ["C", "S", "C", "Cr", "C", "H", "H", "H", "C", "C", "C", "H", "H", "H", "N", "H", "H", "C", "H", "H", "H", "O", "C", "H", "C", "H", "C", "C", "H", "C", "N", "N", "C", "H", "H", "C", "C", "C", "C", "N", "H", "C", "H", "H", "H", "H", "C", "C", "C", "C", "O", "H", "H", "C", "N", "C", "C", "C", "O", "H", "N", "H", "H", "C", "C", "C", "C", "H", "C", "H", "C", "C", "C", "C", "H", "N", "C", "C", "C", "H", "C", "C", "C", "H", "N", "N", "N", "C", "C", "C"], "coordinates": [[-3.330, 0.785, -3.777], [0.975, 0.573, 0.721], [-1.644, 0.873, 0.082], [0.063, -1.625, 1.825], [2.815, 2.349, -3.447], [-0.505, -8.386, 4.965], [-4.424, 1.141, -0.560], [-0.997, 3.956, -4.477], [2.610, -4.118, -3.268], [-3.824, 2.359, 5.123], [-1.950, 0.408, 2.505], [-3.923, 1.714, 7.187], [1.284, -6.101, -0.853], [1.271, 4.217, -3.520], [-2.248, 0.835, 1.206], [2.354, -1.989, -3.384], [0.628, 5.102, -2.157], [0.397, 4.331, -2.895], [0.353, 5.976, -5.125], [-4.433, 3.237, 5.298], [-2.557, -0.318, 6.842], [3.103, 2.284, -4.616], [1.031, -3.995, -0.998], [0.140, -7.319, 2.836], [-1.019, -6.527, 5.946], [-1.472, -4.559, 6.683], [1.329, -2.831, -1.699], [-3.756, 1.035, -1.404], [3.957, 3.932, 0.807], [3.559, 3.268, -2.492], [-0.522, -2.768, 0.435], [-1.271, -2.149, 4.834], [2.307, -5.279, -2.570], [5.460, 5.655, -0.133], [-1.678, 4.844, -3.122], [-2.563, 0.958, 3.672], [-0.200, -6.725, 3.673], [-0.278, -5.330, 3.578], [4.413, 4.226, -3.020], [-0.221, -3.172, 2.917], [-1.303, -7.020, 6.867], [-1.522, -0.998, 4.196], [4.531, 4.277, -4.095], [2.682, -0.878, -0.499], [2.688, -6.233, -2.911], [-0.783, 3.027, -1.743], [-4.222, 0.966, -2.713], [0.771, -1.540, -1.147], [-2.773, 0.357, 6.025], [3.395, 3.166, -1.118], [1.854, -1.824, 1.124], [1.574, -0.150, -2.517], [-1.267, 0.518, -4.366], [-0.789, 4.747, -3.752], [-1.322, -0.717, 2.832], [4.081, 4.023, -0.263], [-0.736, -3.180, 4.209], [4.926, 4.985, -0.794], [-0.557, -1.845, -0.661], [2.744, 2.407, -0.710], [0.408, -4.746, 1.221], [3.225, -4.164, -4.157], [-3.580, 2.767, 3.034], [0.728, 1.885, -2.324], [0.266, -3.861, 0.265], [-0.512, 6.065, -4.467], [5.092, 5.087, -2.174], [5.755, 5.835, -2.589], [1.520, -5.216, -1.430], [-5.283, 1.036, -2.909], [-2.393, 0.945, -1.202], [-0.089, 0.698, -1.746], [-3.353, 2.107, 3.861], [-1.112, -5.157, 5.858], [-3.711, 0.713, -4.787], [0.112, 3.068, -2.209], [-2.280, 0.094, 4.737], [-0.564, -7.310, 4.860], [-1.520, 0.776, -2.248], [-1.366, 6.366, -5.072], [1.723, -1.044, 0.009], [-3.533, 1.486, 6.204], [-0.727, -4.552, 4.654], [-0.308, 6.865, -3.753], [0.610, -0.516, -2.132], [-0.293, 0.897, -0.306], [1.825, 1.550, -2.883], [-0.012, -4.422, 2.485], [2.126, -2.890, -2.831], [-1.961, 0.683, -3.551]], "orbital_gap_ev": [5.3, 5.4], "spin_multiplicity": 4, "e_above_lowest_kj_mol": 35.1, "homo_energy_ev": [-6.22, -6.26]}

***

Record 2
{"formula": "C14H14ClN3O2S", "method": "wB97M-V/def2-TZVPD", "species": ["C", "O", "C", "H", "H", "H", "C", "N", "H", "C", "C", "H", "H", "H", "C", "C", "H", "S", "Cl", "C", "O", "C", "H", "N", "H", "H", "C", "C", "N", "C", "H", "H", "C", "C", "H"], "coordinates": [[1.848, 2.774, 0.981], [-3.675, 2.711, -1.000], [4.650, 0.032, -0.314], [-3.051, -4.271, 0.060], [2.812, 2.882, 1.648], [-1.298, 0.673, -0.993], [1.582, 1.760, 0.422], [-2.822, -1.513, -0.179], [-1.337, -3.660, -0.324], [-2.236, -2.255, 0.853], [-2.065, -3.677, 0.530], [-2.083, 3.848, 0.289], [-4.261, 0.091, -0.243], [5.175, -2.140, -0.764], [2.471, 0.548, 0.161], [4.328, -1.395, -0.612], [-1.780, -4.297, 1.308], [0.425, 3.801, 1.352], [0.548, -1.057, 0.360], [-2.718, 2.242, -0.827], [-2.049, -1.726, 1.948], [-0.507, 2.755, 0.151], [-2.950, 0.055, 1.188], [-1.754, 3.149, -0.054], [5.793, 0.377, -0.906], [-2.975, -2.061, -1.220], [2.234, -0.635, -0.035], [3.028, -1.681, -0.152], [0.303, 1.445, -0.196], [3.838, 1.033, -0.118], [2.750, -2.943, -0.299], [-2.699, 0.501, -1.952], [-2.395, 0.791, -1.140], [-3.212, -0.164, 0.053], [4.082, 2.005, 0.023]], "orbital_gap_ev": 8.9, "smiles": "CC(=O)NCCC(=O)Nc1nc(-c2ccccc2Cl)cs1", "spin_multiplicity": 1, "e_above_lowest_kj_mol": 774.2, "homo_energy_ev": -8.30}

***

Record 3
{"formula": "C37H35Cl3N2P", "method": "wB97M-V/def2-TZVPD", "species": ["C", "C", "H", "H", "C", "C", "C", "C", "H", "C", "H", "C", "H", "C", "H", "C", "H", "H", "Cl", "H", "H", "H", "C", "H", "C", "C", "N", "C", "C", "H", "H", "C", "H", "C", "H", "H", "P", "H", "Cl", "C", "H", "H", "H", "H", "C", "H", "C", "C", "H", "H", "H", "H", "C", "C", "H", "N", "C", "C", "C", "C", "C", "H", "H", "C", "C", "H", "C", "C", "C", "H", "C", "Cl", "C", "C", "H", "C", "H", "H"], "coordinates": [[-1.142, 3.973, 1.338], [-7.434, -3.142, -3.509], [7.226, -3.231, -3.513], [-0.818, -2.068, 3.822], [4.436, 4.365, 2.243], [-0.114, -1.253, 3.828], [-0.628, -0.740, -2.250], [3.251, -2.658, -2.204], [-7.062, -4.165, -3.535], [4.261, -0.468, -2.262], [7.255, -3.242, -1.050], [3.278, 2.497, 1.291], [-0.742, 2.175, 4.160], [2.098, 2.952, 1.844], [-8.545, -3.142, -1.056], [2.079, 4.114, 2.587], [3.243, 5.746, 3.341], [0.548, 0.997, -2.050], [5.904, 5.237, 2.514], [5.145, 0.145, -2.297], [5.375, 2.869, 1.052], [1.141, -2.726, -2.156], [-3.110, -0.693, -2.204], [-7.098, -2.612, -0.187], [-7.457, -3.134, -1.072], [-2.128, 4.843, 1.765], [-6.974, -2.467, -2.289], [1.852, -0.690, -2.206], [-0.643, 3.019, 2.200], [-4.162, 1.181, -2.233], [5.793, -2.632, -4.364], [-2.112, 3.789, 3.921], [-2.415, -2.737, -2.179], [-5.517, -0.455, -2.276], [2.521, -0.135, 5.607], [5.761, -4.201, -1.018], [0.638, 1.947, 1.526], [3.280, 1.590, 0.706], [0.852, -2.373, 6.091], [0.836, -1.185, 4.834], [-0.758, 4.038, 0.331], [1.157, 4.473, 3.012], [-4.642, -3.722, -2.239], [3.359, -3.728, -2.180], [3.017, 0.105, -2.238], [2.457, 1.604, 3.859], [-2.607, 4.758, 3.062], [-1.127, 2.924, 3.489], [5.727, -4.184, -3.524], [-8.523, -3.157, -3.540], [-1.802, 0.992, -2.019], [-0.884, -0.326, 2.059], [-0.143, -0.285, 2.842], [1.769, -0.160, 4.837], [-6.395, 0.166, -2.307], [5.697, -2.496, -2.260], [3.245, 4.826, 2.783], [0.576, -0.073, -2.167], [-5.678, -1.854, -2.278], [1.735, 0.805, 3.851], [6.139, -3.176, -3.486], [2.918, 1.178, -2.263], [-2.538, 5.583, 1.100], [-3.276, -2.095, -2.215], [6.167, -3.190, -1.053], [5.839, -2.660, -0.160], [0.778, 0.742, 2.858], [2.009, -2.092, -2.193], [-4.524, -2.652, -2.244], [-7.067, -2.622, -4.392], [4.449, 3.203, 1.487], [-3.818, 5.864, 3.611], [-1.832, -0.077, -2.155], [4.410, -1.867, -2.243], [-2.514, 3.715, 4.917], [-4.270, 0.108, -2.234], [-7.091, -4.159, -1.036], [-0.628, -1.800, -2.432]], "total_charge": 1, "orbital_gap_ev": 5.0, "spin_multiplicity": 1, "homo_energy_ev": -10.37}

***

| no. | electronic energy (eV) | F_max (Eh/bohr) |
| --- | --- | --- |
| 1 | -106432.080 | 0.0448 |
| 2 | -46657.570 | 0.3195 |
| 3 | -88765.848 | 0.0233 |